# C56H121N2O6P3

6 unconnected molecules or ions with the total composition C56H121N2O6P3 (ωB97M-V/def2-TZVPD, the OMol25 dataset).

Each line ends with the Mulliken charge.
Cartesian coordinates (Å):
C: -2.9049 5.6845 -6.3967  -1.528
C: -1.9398 4.4971 -6.2118  0.471
C: -0.5024 4.7688 -5.9441  -0.622
C: 0.3535 3.4928 -5.8606  -0.994
P: 0.2958 2.5323 -4.2973  0.598
C: 0.1533 3.5335 -2.7976  -0.127
C: 1.4138 4.3065 -2.4779  -0.289
C: 1.2305 5.0403 -1.1351  -1.164
C: 1.4802 4.0068 -0.0470  -0.265
C: 1.9004 1.6977 -4.2045  -1.579
C: 2.0644 0.9662 -2.8812  2.108
C: 3.3966 0.0883 -2.8490  0.323
C: 4.7627 0.8613 -2.9238  -1.653
C: -1.1078 1.4185 -4.2544  1.882
C: -1.0215 0.0511 -4.9406  -2.095
C: -0.4938 -1.0995 -4.0592  3.380
C: -0.7894 -2.4754 -4.5403  -2.148
H: -3.2720 6.1238 -5.4880  0.358
H: -3.7983 5.3930 -6.9847  0.367
H: -2.4466 6.4964 -6.8965  0.414
H: -1.9700 3.9981 -7.1705  0.249
H: -2.3344 3.7810 -5.4719  -0.317
H: -0.3563 5.4697 -5.0853  0.307
H: -0.1234 5.3269 -6.8521  0.466
H: 1.4087 3.6961 -5.9574  0.754
H: 0.1378 2.8568 -6.7472  0.411
H: -0.1439 2.7048 -2.1458  -0.960
H: -0.6789 4.1940 -3.0102  1.163
H: 1.7630 4.9575 -3.2611  0.534
H: 2.2648 3.6178 -2.3643  -0.096
H: 0.2199 5.4651 -1.0861  0.413
H: 1.9238 5.8992 -1.0704  0.407
H: 0.8156 3.1107 -0.0936  -0.322
H: 1.3691 4.4819 0.9357  0.389
H: 2.5330 3.6069 -0.1271  0.243
H: 2.5766 2.5291 -4.3159  0.764
H: 2.0833 1.0430 -5.0671  0.677
H: 1.2635 0.2626 -2.6437  -1.909
H: 1.9737 1.6313 -2.0340  -0.232
H: 3.3973 -0.6952 -3.6082  0.647
H: 3.3434 -0.4581 -1.9050  -0.736
H: 4.6153 1.6431 -2.1920  0.317
H: 4.9624 1.1465 -3.9770  0.400
H: 5.5330 0.2193 -2.5288  0.401
H: -1.9512 2.0094 -4.6510  0.122
H: -1.1626 1.1488 -3.1663  -1.582
H: -0.4064 0.0705 -5.8738  0.230
H: -2.0040 -0.2052 -5.3084  0.585
H: -0.9401 -0.8116 -3.0960  -0.949
H: 0.6243 -0.9922 -3.8975  -0.579
H: -0.5587 -3.1352 -3.7115  0.317
H: -0.2051 -2.6532 -5.4131  0.470
H: -1.8497 -2.5925 -4.6706  0.586
C: -5.4536 1.2370 -3.8626  -0.932
C: -5.0364 2.2784 -2.8435  -0.912
C: -4.1727 1.7194 -1.6607  0.970
C: -4.9264 0.9851 -0.6190  -1.308
P: -3.9609 0.1127 0.6263  0.585
C: -2.7169 1.1546 1.3663  0.975
C: -3.0574 2.4160 2.0933  -0.730
C: -3.4986 2.2466 3.5114  0.294
C: -3.5434 3.5340 4.2578  -1.545
C: -5.0884 -0.6038 1.8162  -0.606
C: -4.3669 -1.2445 2.9621  0.957
C: -5.2330 -1.9852 4.0115  -0.795
C: -5.8376 -3.2536 3.4019  -1.058
C: -3.0511 -1.1793 -0.2724  1.834
C: -3.9238 -2.1550 -1.0661  -1.156
C: -3.1552 -3.2417 -1.8883  -0.248
C: -2.2221 -4.1358 -1.0080  -0.586
H: -6.1594 1.6577 -4.5765  0.434
H: -5.9990 0.4045 -3.3225  0.271
H: -4.6032 0.8268 -4.4116  0.055
H: -5.9242 2.6902 -2.3695  0.395
H: -4.4809 3.0418 -3.3826  0.422
H: -3.7156 2.6677 -1.3177  0.029
H: -3.3263 1.0801 -1.9620  -0.543
H: -5.6439 0.2674 -1.0260  0.638
H: -5.5558 1.7179 -0.0609  0.807
H: -2.0192 1.3904 0.5562  -1.116
H: -2.0283 0.4354 1.8296  -0.303
H: -3.8023 3.0100 1.5088  0.558
H: -2.0892 3.0075 2.1166  0.069
H: -2.8649 1.4714 3.9753  -0.013
H: -4.5126 1.7815 3.5606  0.240
H: -2.5339 3.9071 4.4726  0.213
H: -4.0216 3.3762 5.2059  0.475
H: -4.1119 4.2831 3.6993  0.340
H: -5.6733 -1.3246 1.2007  0.729
H: -5.8289 0.1640 2.1220  0.599
H: -3.6936 -0.4683 3.3954  -0.706
H: -3.6025 -1.9723 2.5834  -0.461
H: -5.9991 -1.3892 4.4990  0.430
H: -4.6279 -2.2078 4.8917  0.409
H: -6.5652 -3.0558 2.5785  0.309
H: -6.3789 -3.8968 4.1906  0.367
H: -5.0789 -3.9486 2.9653  0.176
H: -2.4786 -1.7598 0.4484  -0.352
H: -2.3572 -0.6110 -0.9278  -0.760
H: -4.5770 -1.6663 -1.8177  0.206
H: -4.6784 -2.7118 -0.4875  0.380
H: -2.5197 -2.6840 -2.5579  -0.471
H: -3.9099 -3.8157 -2.4529  0.618
H: -2.7702 -4.8175 -0.3717  0.537
H: -1.5439 -3.5228 -0.4024  -0.634
H: -1.5997 -4.7369 -1.7009  0.558
C: 3.4760 -2.4808 5.5679  -1.587
C: 3.5050 -2.4886 4.0662  1.676
C: 2.9780 -3.8924 3.6504  -1.400
C: 3.3366 -4.2949 2.1975  -0.919
P: 2.4366 -3.2989 0.9825  0.345
C: 3.1183 -1.5864 0.7797  1.336
C: 4.5850 -1.3919 0.4707  -1.270
C: 5.0446 0.0200 0.7251  1.235
C: 6.5665 0.0022 0.6591  -1.570
C: 2.6590 -4.1185 -0.5671  -1.817
C: 1.8198 -3.6137 -1.7714  1.939
C: 2.3341 -3.9820 -3.1513  -0.692
C: 2.4927 -5.4972 -3.4105  -1.488
C: 0.7249 -3.2785 1.5961  1.379
C: 0.0819 -4.6852 1.7643  -1.286
C: -1.3367 -4.6272 2.2621  0.228
C: -1.3844 -4.1303 3.7134  -1.252
H: 4.0232 -3.3466 5.9417  0.471
H: 2.4638 -2.7211 5.8549  0.379
H: 3.7560 -1.5411 6.0458  0.285
H: 4.5102 -2.3262 3.6593  0.041
H: 2.8926 -1.6718 3.7033  -0.668
H: 1.9300 -3.9268 3.9081  0.228
H: 3.4721 -4.6167 4.2831  0.784
H: 3.0897 -5.3575 2.0618  0.540
H: 4.3883 -4.1900 1.9860  0.620
H: 2.8599 -1.0790 1.7327  -0.768
H: 2.4919 -1.0344 0.1070  0.067
H: 4.8389 -1.7447 -0.5423  0.503
H: 5.2263 -2.0557 1.0835  0.750
H: 4.6893 0.3153 1.7449  -0.842
H: 4.5714 0.5639 -0.0626  -0.237
H: 6.8917 -0.5997 1.5261  0.369
H: 6.9328 0.9988 0.8341  0.469
H: 6.9111 -0.3106 -0.3095  0.357
H: 2.4240 -5.1494 -0.3995  0.818
H: 3.7114 -3.9855 -0.8489  0.720
H: 1.7413 -2.5409 -1.8132  -1.025
H: 0.7456 -3.9480 -1.6127  -0.518
H: 3.2310 -3.3703 -3.3230  0.417
H: 1.6072 -3.6369 -3.8846  0.151
H: 3.3722 -5.8779 -2.9176  0.361
H: 2.5124 -5.7072 -4.4697  0.430
H: 1.6085 -6.0815 -3.0013  0.278
H: 0.2288 -2.6199 0.8639  -0.324
H: 0.8669 -2.7109 2.5018  -0.337
H: 0.6340 -5.2070 2.5313  0.583
H: 0.2107 -5.3066 0.8848  0.429
H: -1.6625 -5.6989 2.1936  0.395
H: -2.0895 -4.1202 1.6413  -0.452
H: -1.0977 -3.0944 3.7140  0.070
H: -0.7584 -4.8176 4.3311  0.349
H: -2.3691 -4.1220 4.1578  0.495
C: 5.0483 1.2685 4.8898  -0.591
C: 4.6735 2.6592 5.4920  -0.397
N: 3.4531 3.2596 4.9017  0.262
C: 3.1014 4.6202 4.8180  -0.728
C: 1.8619 4.6869 4.2610  -0.325
N: 1.4757 3.3704 4.0028  0.250
C: 2.4250 2.5475 4.3883  -0.223
C: 0.2494 2.9072 3.2401  -0.469
H: 4.4325 0.4562 5.3478  0.029
H: 6.0901 1.0446 5.1211  0.514
H: 4.8838 1.2957 3.8146  -0.008
H: 5.3986 3.3606 5.1980  0.474
H: 4.5185 2.5516 6.5850  0.208
H: 3.6486 5.4741 5.2123  0.454
H: 1.1786 5.5089 4.0990  0.510
H: 2.4020 1.4400 4.4625  0.359
H: -0.4494 2.3183 3.8819  0.324
H: 0.5014 2.3342 2.3683  -0.339
H: -0.2189 3.8381 2.8866  0.581
O: 0.5295 0.2896 4.9999  -0.527
C: 0.2471 -0.3400 3.7420  -0.990
O: -0.9770 -0.6583 3.3878  -0.109
O: 1.3425 -0.4340 3.0383  -0.403
H: -0.2600 0.4651 5.5392  0.402
O: 0.3023 0.7121 0.7965  1.686
C: -0.0316 0.0811 -0.3931  -1.495
O: -0.6562 0.8191 -1.1866  0.395
O: 0.3304 -1.1386 -0.5207  0.905
H: 0.8258 0.0584 1.2635  -1.048

LUMO level (eV): -3.2
Total charge: +2
Calculated total energy (a.u.): -3790.963518
Max |F| (eV/Å): 4.9
E_HOMO (eV): -13.06